Record 1
Molecular formula: C20H31N3O5
Method: DFT, the ωB97M-V functional and the def2-TZVPD basis

Each line ends with the Mulliken charge.
Cartesian coordinates (Å):
C -2.151 -4.062 -0.429  -0.93
H -2.280 -4.975 0.151  0.26
O -2.598 -3.021 0.399  -0.44
C -2.608 -1.750 -0.105  -0.16
C -2.128 -1.396 -1.357  -0.04
C -2.188 -0.075 -1.781  -0.46
C -2.753 0.880 -0.955  -0.17
C -3.196 0.560 0.326  0.43
C -3.129 -0.772 0.762  1.37
O -3.479 -1.226 2.007  -0.49
C -4.585 -0.643 2.663  -0.84
H -4.851 -1.342 3.455  0.31
H -5.434 -0.522 1.985  0.31
H -4.334 0.327 3.097  0.22
O -3.687 1.484 1.199  -0.48
C -3.754 2.836 0.795  -0.85
H -4.438 2.965 -0.050  0.32
H -2.769 3.234 0.541  0.31
H -4.143 3.371 1.660  0.27
H -2.808 1.898 -1.299  0.41
C -1.620 0.307 -3.119  -1.63
H -1.906 1.331 -3.361  0.34
C -0.090 0.190 -3.169  -0.57
H 0.230 0.261 -4.210  0.44
H 0.210 -0.791 -2.795  0.35
C 0.646 1.289 -2.397  -1.01
N 0.521 1.184 -0.956  0.47
C -0.143 2.146 -0.277  1.06
O -0.695 3.085 -0.819  -0.70
C -0.224 1.987 1.243  -0.07
O -0.563 2.907 1.954  -0.67
N 0.078 0.766 1.729  0.02
H -0.117 0.606 2.707  0.27
C 0.494 -0.345 0.911  -0.14
H 1.093 -1.027 1.516  0.69
C 1.317 0.191 -0.260  -0.66
H 1.513 -0.628 -0.959  0.45
C 2.658 0.800 0.187  -0.68
H 3.065 1.377 -0.646  0.37
H 2.479 1.495 1.009  0.30
C 3.688 -0.247 0.604  -0.63
H 3.817 -0.965 -0.209  0.31
H 3.334 -0.791 1.483  0.25
C 5.032 0.404 0.928  -0.51
C 6.067 -0.589 1.460  -0.54
N 6.503 -1.494 0.408  -0.63
H 7.277 -2.063 0.731  0.23
H 5.751 -2.121 0.144  0.21
H 6.947 -0.032 1.793  0.42
H 5.649 -1.112 2.338  0.30
H 5.437 0.871 0.030  0.35
H 4.879 1.180 1.679  0.36
H -0.380 -0.889 0.530  -0.68
H 1.709 1.260 -2.660  0.35
H 0.241 2.265 -2.672  0.53
H -2.036 -0.352 -3.886  0.48
H -1.716 -2.142 -2.017  0.55
H -2.742 -4.133 -1.348  0.35
H -1.091 -3.950 -0.689  0.32

Properties
Multiplicity: 1
HOMO-LUMO gap: 8.4 eV
Energy: -35950.7312 eV
Energy above the lowest of the compared OMol25 structures with the same formula, charge and spin: 58.0 kJ/mol
Highest occupied orbital energy: -7.867 eV
Charge: 0

Record 2
Molecular formula: C36H56N4O5PS3
Method: DFT, the ωB97M-V functional and the def2-TZVPD basis

Each line ends with the Mulliken charge.
Cartesian coordinates (Å):
C -2.808 -5.251 2.518  0.06
C -1.717 -5.308 3.017  -0.40
C -0.349 -5.234 3.545  -0.97
C 0.564 -4.234 2.772  -0.29
C 0.228 -4.195 1.275  -1.08
C 1.300 -3.601 0.380  0.11
C 1.780 -4.356 -0.695  -0.96
C 2.733 -3.846 -1.574  0.50
P 3.262 -4.949 -2.964  0.20
O 2.050 -6.074 -2.947  -0.50
O 2.838 -4.004 -4.255  -0.42
C 3.263 -2.555 -1.395  -0.29
C 4.339 -1.987 -2.297  -0.81
C 5.729 -2.573 -1.898  -0.48
C 6.771 -2.530 -3.018  -0.69
C 6.405 -3.355 -4.253  -0.24
O 7.580 -3.520 -5.067  -0.57
C 2.785 -1.792 -0.333  -0.54
C 1.816 -2.326 0.532  0.60
S 1.248 -1.211 1.816  -0.50
C 1.093 0.237 0.788  0.86
C 2.142 0.457 -0.100  -0.12
C 2.087 1.552 -0.955  -0.67
C 0.994 2.398 -0.915  -0.30
C 0.879 3.572 -1.878  -1.26
C -0.470 3.513 -2.630  -0.76
C -0.751 2.119 -3.178  -0.16
S -2.150 2.114 -4.352  -0.25
C -3.275 1.017 -3.471  0.19
S -4.009 1.588 -2.111  -0.20
N -3.544 -0.256 -3.929  0.16
C -2.937 -0.624 -5.226  -0.98
C -1.468 -1.067 -5.186  -0.71
C -3.436 -1.318 -2.913  -0.28
C -4.806 -1.745 -2.343  -1.31
C -0.043 2.189 -0.002  0.04
C -0.009 1.091 0.853  -0.01
N -1.055 0.786 1.794  0.37
C -1.846 -0.426 1.432  -0.91
C -1.873 1.908 2.089  0.50
C -3.117 2.208 1.282  -0.96
O -1.538 2.647 2.995  -0.71
N 3.252 -0.448 -0.120  -0.21
H -3.753 -5.416 2.058  0.44
H -0.427 -4.879 4.575  0.38
H 0.090 -6.231 3.576  0.30
H 0.401 -3.269 3.244  0.18
H 1.606 -4.536 2.882  0.42
H -0.669 -3.581 1.143  0.16
H -0.020 -5.183 0.890  0.57
H 1.389 -5.356 -0.830  0.82
H 1.204 -5.631 -3.105  0.32
H 2.053 -3.470 -4.074  0.35
H 4.403 -0.913 -2.140  0.31
H 4.130 -2.176 -3.346  0.52
H 5.570 -3.599 -1.554  0.37
H 6.112 -2.016 -1.041  0.33
H 7.030 -1.506 -3.293  0.31
H 7.688 -2.986 -2.635  0.27
H 5.656 -2.861 -4.870  0.18
H 6.075 -4.341 -3.927  0.25
H 7.861 -4.433 -4.993  0.35
H 2.894 1.718 -1.658  0.44
H 1.673 3.522 -2.621  0.39
H 0.906 4.504 -1.313  0.37
H -0.484 4.220 -3.461  0.57
H -1.302 3.789 -1.977  0.16
H 0.115 1.694 -3.691  0.51
H -1.021 1.411 -2.394  -0.03
H -3.525 -1.455 -5.623  0.42
H -3.084 0.205 -5.914  0.53
H -1.401 -2.076 -4.778  0.34
H -1.081 -1.075 -6.204  0.37
H -0.857 -0.420 -4.561  0.05
H -2.815 -0.996 -2.075  0.15
H -2.985 -2.210 -3.342  0.42
H -4.802 -2.799 -2.061  0.41
H -5.078 -1.147 -1.477  0.26
H -5.563 -1.614 -3.117  0.34
H -0.877 2.876 -0.005  0.40
H -1.650 -1.204 2.168  0.25
H -2.913 -0.227 1.392  0.39
H -1.491 -0.818 0.478  0.23
H -3.966 1.612 1.616  0.47
H -3.344 3.269 1.311  0.35
H -2.951 1.907 0.243  -0.21
H 3.666 -0.424 0.813  0.41
C -0.524 6.118 5.758  -1.46
C -1.851 6.282 5.032  0.18
C -2.983 6.853 5.887  -0.66
O -3.457 5.885 6.799  -0.41
C -2.885 5.919 8.111  -0.64
N -2.320 4.927 4.585  -0.20
H -0.552 5.303 6.482  0.37
H 0.278 5.899 5.053  0.43
H -0.263 7.035 6.283  0.38
H -1.711 6.886 4.135  0.35
H -3.827 7.101 5.236  0.38
H -2.675 7.773 6.384  0.44
H -2.538 6.920 8.369  0.32
H -2.058 5.211 8.191  0.26
H -3.660 5.620 8.813  0.25
H -1.586 4.349 4.164  0.36
H -3.088 4.989 3.917  0.34
H -2.696 4.441 5.408  0.42

Properties
Multiplicity: 1
HOMO-LUMO gap: 7.4 eV
Energy: -96225.7759 eV
Highest occupied orbital energy: -10.034 eV
Charge: +1

Which of these has the lowest charge?
C20H31N3O5

HOMO-LUMO gap of number 2 (C36H56N4O5PS3)?
7.4 eV